No. 1
This record from OMol25 describes C32H29Br2N5O3Rh as an isolated structure. The level of theory is ωB97M-V/def2-TZVPD.

Each line ends with the Löwdin charge.
Cartesian coordinates (Å):
Rh: 0.2936 0.4753 0.0525  1.1552
Br: -5.1540 4.3381 -0.4110  0.9113
C: -3.5838 3.3490 -0.3681  -0.6699
C: -2.9181 3.0258 -1.5428  -0.0599
C: -1.7702 2.2558 -1.4608  -0.0791
N: -1.2785 1.8196 -0.3012  -0.0175
C: -1.9024 2.1774 0.8503  -0.1881
C: -3.0553 2.9309 0.8539  -0.0277
C: -1.2322 1.6959 2.0964  -0.1873
C: -1.4420 2.2667 3.3693  0.0022
C: -0.5473 1.9399 4.4090  -0.6801
Br: -0.7021 2.8341 6.0321  0.9084
C: 0.4349 1.0109 4.2135  -0.0170
C: 0.5015 0.2201 2.9516  -0.2330
N: -0.3339 0.7670 1.8913  -0.0364
H: -3.2762 3.3739 -2.5004  0.1226
H: -1.2064 1.9808 -2.3438  0.1299
H: -3.5458 3.1962 1.7786  0.1209
H: -2.2116 3.0053 3.5285  0.1149
H: 1.1361 0.7848 5.0046  0.1204
H: 0.1274 -0.7964 3.1680  0.1840
C: 3.1846 0.6862 -3.2964  0.0388
C: 2.3904 -0.0060 -2.2330  -0.4697
O: 1.3765 0.5500 -1.7692  -0.0870
N: 2.8256 -1.2059 -1.8338  0.1179
C: 2.2088 -2.0304 -0.8056  -0.0935
C: 2.4845 -1.5396 0.6011  -0.2205
C: 3.4673 -2.1435 1.4190  0.0504
C: 3.6366 -1.7020 2.7436  -0.0206
C: 2.8935 -0.6682 3.2163  0.0305
C: 1.9281 0.0545 2.3435  -0.2389
N: 1.7553 -0.5404 1.0105  -0.0115
H: 2.5640 1.4329 -3.7819  0.0996
H: 3.5801 -0.0106 -4.0336  0.0983
H: 4.0296 1.1951 -2.8278  0.1125
H: 3.6848 -1.5324 -2.2507  0.1640
H: 2.5941 -3.0405 -0.9249  0.1227
H: 1.1300 -2.0579 -0.9810  0.1032
H: 4.0482 -2.9671 1.0303  0.1288
H: 4.3609 -2.1875 3.3828  0.1332
H: 3.0396 -0.3029 4.2231  0.1284
H: 2.3050 1.0809 2.1908  0.1781
C: -3.2825 -5.2146 -1.4087  -0.0093
O: -2.6089 -4.1156 -2.0508  -0.0774
C: -1.2825 -4.2267 -2.2657  -0.2206
C: -0.4727 -5.1902 -1.6675  0.0213
C: 0.8608 -5.3038 -2.0262  -0.0348
C: 1.4232 -4.4613 -2.9799  -0.0777
C: 0.6318 -3.4940 -3.5663  -0.0150
C: -0.7025 -3.3577 -3.1941  -0.1470
N: -1.4703 -2.4356 -3.9769  0.1826
C: -2.5013 -1.6836 -3.7484  0.0741
C: -3.1147 -1.3134 -2.4871  -0.1078
C: -4.4611 -1.0548 -2.4868  0.0342
C: -5.1446 -0.7817 -1.2835  0.0361
C: -4.4521 -0.7305 -0.0602  -0.0133
C: -3.0958 -0.8971 -0.0406  0.0445
C: -2.3444 -1.1463 -1.2624  -0.3398
O: -1.1015 -1.1334 -1.2875  0.0131
H: -4.3427 -5.0083 -1.5170  0.1037
H: -3.0175 -5.2606 -0.3526  0.1031
H: -3.0349 -6.1494 -1.9094  0.1120
H: -0.8956 -5.8827 -0.9562  0.1222
H: 1.4594 -6.0850 -1.5768  0.1276
H: 2.4489 -4.5892 -3.2928  0.1220
H: 1.0371 -2.8493 -4.3378  0.1295
H: -1.1763 -2.4349 -4.9509  0.1862
H: -2.9416 -1.2545 -4.6431  0.1669
H: -5.0252 -1.1025 -3.4096  0.1420
H: -6.2142 -0.6263 -1.3085  0.1345
H: -4.9991 -0.5437 0.8535  0.1314
H: -2.5184 -0.8308 0.8736  0.1170

- Gap between HOMO and LUMO (spin up / spin down): 6.9 / 5.7 eV
- Expectation value of S²: 6.116
- Relative energy (zero: lowest compared OMol25 entry of this formula, charge and spin): 1.429 eV
- Total charge: +3
- 2S+1: 5

***

No. 2
This record from OMol25 describes C32H29BrCl6IN2NaO2S as an isolated structure. The level of theory is ωB97M-V/def2-TZVPD.

Each line ends with the Löwdin charge.
Cartesian coordinates (Å):
Na: 0.2028 0.6462 0.4954  0.1297
Cl: 0.2855 3.1287 3.2357  0.6002
C: 1.9048 2.6152 2.7135  -0.7122
C: 1.9972 1.4908 1.9196  -0.1803
C: 3.2858 1.1703 1.5437  -0.6786
Cl: 3.5504 -0.2853 0.5334  0.6134
C: 4.4183 1.9159 1.8741  -0.7149
Cl: 6.0116 1.4666 1.3217  0.5925
C: 4.2650 3.0567 2.6590  -0.7121
Cl: 5.6475 4.0210 3.0909  0.6029
C: 2.9864 3.4072 3.0947  -0.7093
Cl: 2.7793 4.8280 4.0797  0.6046
C: -3.5260 -0.5872 -0.6033  -0.0216
C: -2.0848 -0.2492 -0.9404  -0.3939
O: -1.6684 0.8612 -0.6033  -0.0139
C: -1.2457 -1.2603 -1.5987  -0.0961
C: -1.8304 -2.4708 -2.0299  -0.0838
C: -1.1032 -3.4913 -2.5901  -0.1401
C: 0.2978 -3.3224 -2.7129  -0.1128
C: 0.9167 -2.1733 -2.3069  -0.0187
C: 0.1833 -1.0599 -1.7389  -0.3672
O: 0.7879 -0.0151 -1.3729  -0.1202
H: -3.9420 0.2422 -0.0355  0.0742
H: -3.5752 -1.4964 0.0019  0.0832
H: -4.1190 -0.7467 -1.5101  0.0783
H: -2.9003 -2.6013 -1.9109  0.0977
H: -1.5840 -4.4066 -2.9093  0.0819
H: 0.8958 -4.1337 -3.1181  0.0907
H: 1.9924 -2.0549 -2.3757  0.0972
C: 4.2045 1.1412 -4.0593  -0.0883
C: 3.1037 0.9659 -3.0219  -0.2517
N: 2.9230 2.1505 -2.1870  0.0208
C: 1.7535 2.7948 -2.0004  -0.8718
S: 1.4761 3.7929 -0.6922  0.6516
N: 0.8096 2.5931 -3.0185  -0.0374
C: 1.0816 3.2478 -4.2927  -0.2689
C: 0.1075 2.7590 -5.3487  -0.0946
H: 4.3568 0.2081 -4.6095  0.0687
H: 5.1530 1.4109 -3.5848  0.0698
H: 3.9577 1.9262 -4.7783  0.0520
H: 3.3372 0.1335 -2.3591  0.0779
H: 2.1435 0.7413 -3.4743  0.1039
H: 3.5491 2.2548 -1.4010  0.1093
H: -0.1084 2.8017 -2.6488  0.1080
H: 2.1028 3.0126 -4.5868  0.0894
H: 1.0250 4.3398 -4.1969  0.1121
H: 0.1406 1.6692 -5.4228  0.0742
H: 0.3420 3.1897 -6.3260  0.0641
H: -0.9173 3.0439 -5.0910  0.0707
Cl: -2.5940 -7.6148 1.9821  0.5442
C: -1.6847 -6.1005 2.0809  -0.6900
C: -1.5264 -5.3100 0.9522  -0.1263
C: -0.8083 -4.1267 1.0318  -0.0442
C: -0.2174 -3.6803 2.2367  -0.3853
C: 0.4568 -2.4052 2.3185  -0.3864
C: -0.4095 -4.5168 3.3581  -0.0678
C: -1.1274 -5.7032 3.2855  -0.1422
H: -1.9651 -5.6212 0.0119  0.0911
H: -0.6912 -3.5167 0.1397  0.0873
H: 1.1816 -2.2794 3.1194  0.0304
H: 0.8203 -2.0247 1.3633  0.0166
H: 0.0143 -4.2106 4.3097  0.1036
H: -1.2583 -6.3203 4.1660  0.0890
Br: -3.7160 -0.6808 5.7743  0.6060
C: -3.7591 0.7807 4.5196  -0.7254
C: -4.6669 1.7907 4.8256  -0.1814
C: -4.7832 2.8747 3.9685  -0.1265
C: -3.9933 2.9243 2.8244  -0.1100
C: -3.0914 1.8980 2.5545  -0.1737
C: -2.9407 0.7884 3.4024  -0.5817
I: -1.3059 -0.7496 2.9474  1.1125
H: -5.2692 1.7261 5.7240  0.0767
H: -5.4801 3.6737 4.1992  0.0864
H: -4.0702 3.7670 2.1440  0.0931
H: -2.4855 1.9645 1.6535  0.0733

- Gap between HOMO and LUMO: 4.9 eV
- Relative energy (zero: lowest compared OMol25 entry of this formula, charge and spin): 0.451 eV
- Total charge: -2
- 2S+1: 1

***

No. 3
This record from OMol25 describes C32H29BrClMgN5O2 as an isolated structure. The level of theory is ωB97M-V/def2-TZVPD.

Each line ends with the Löwdin charge.
Cartesian coordinates (Å):
Mg: -0.2310 0.0527 -0.3136  0.6041
C: 1.2996 2.3018 0.8898  -0.1479
C: 2.0715 1.1484 1.5366  -0.1113
C: 2.5821 0.0901 0.5690  -0.3465
C: 3.9347 0.0144 0.3954  -0.0865
C: 4.4211 -0.8230 -0.6816  -0.1174
C: 3.5971 -1.6979 -1.2610  -0.0606
C: 2.2157 -1.8938 -0.6946  -0.3383
N: 1.6630 -0.6648 -0.1003  -0.0045
N: -0.1422 2.0103 0.6355  -0.1931
C: -0.7030 3.0729 -0.1992  -0.1262
C: -2.0238 2.6601 -0.7930  -0.2682
C: -2.5831 3.4120 -1.8198  -0.0122
C: -3.7647 2.9773 -2.3847  -0.0514
C: -4.3536 1.8127 -1.9043  -0.0503
C: -3.7225 1.1341 -0.8789  -0.1080
N: -2.5771 1.5481 -0.3259  0.1039
C: -0.8875 1.9277 1.9178  -0.1078
C: -1.0127 0.5278 2.4758  -0.2506
C: -1.2260 0.3028 3.8266  -0.0105
C: -1.3955 -0.9980 4.2641  -0.0455
C: -1.3437 -2.0383 3.3475  -0.0384
C: -1.1170 -1.7298 2.0215  -0.0732
N: -0.9565 -0.4730 1.5956  0.0757
H: 1.7625 2.5394 -0.0686  0.1334
H: 1.3583 3.1989 1.5185  0.1225
H: 1.4758 0.6879 2.3313  0.1087
H: 2.9400 1.5855 2.0274  0.1105
H: 4.5998 0.6527 0.9594  0.0804
H: 5.4429 -0.7146 -1.0301  0.0939
H: 3.9335 -2.3384 -2.0665  0.0912
H: 2.2634 -2.6667 0.0952  0.1280
H: -0.0090 3.2850 -1.0109  0.1353
H: -0.8159 3.9976 0.3844  0.1429
H: -2.0803 4.2993 -2.1843  0.1209
H: -4.2154 3.5272 -3.2010  0.1120
H: -5.2720 1.4307 -2.3283  0.1087
H: -4.1285 0.2063 -0.4919  0.1220
H: -1.9052 2.2709 1.7333  0.1248
H: -0.4371 2.5933 2.6602  0.1343
H: -1.2486 1.1347 4.5186  0.1192
H: -1.5557 -1.2024 5.3154  0.1125
H: -1.4600 -3.0683 3.6533  0.1103
H: -1.0385 -2.5012 1.2635  0.1168
Cl: 0.6109 -5.0479 -0.1908  0.6851
C: 1.3699 -4.9611 -1.7680  -0.5740
C: 1.7315 -6.1594 -2.3630  -0.1150
C: 2.3398 -6.1459 -3.6069  -0.0902
C: 2.5863 -4.9331 -4.2368  -0.0814
C: 2.2202 -3.7488 -3.6179  -0.0446
C: 1.5996 -3.7276 -2.3686  -0.2368
C: 1.2050 -2.4295 -1.7229  -0.1428
H: 1.5317 -7.0899 -1.8492  0.0994
H: 2.6208 -7.0792 -4.0775  0.1018
H: 3.0602 -4.9102 -5.2096  0.1017
H: 2.4110 -2.8011 -4.1074  0.1183
H: 1.0510 -1.6679 -2.4951  0.1212
H: 0.2511 -2.5854 -1.2134  0.0776
Br: -2.4509 1.4922 -7.2809  0.7409
C: -2.6103 0.2840 -5.8380  -0.6704
C: -3.4752 -0.7948 -5.9415  -0.1854
N: -3.6425 -1.6793 -4.9601  0.0814
C: -2.9451 -1.4948 -3.8386  -0.0656
C: -2.0555 -0.4452 -3.6584  -0.1089
C: -1.8756 0.4659 -4.6858  -0.0466
C: -1.3309 -0.2688 -2.3667  -0.6024
O: -1.6098 -1.0153 -1.3823  -0.0501
O: -0.4665 0.6529 -2.2649  -0.0239
H: -4.0507 -0.9451 -6.8474  0.1019
H: -3.0920 -2.2109 -3.0401  0.1238
H: -1.1821 1.2873 -4.5646  0.1214

- Gap between HOMO and LUMO: 6.2 eV
- Relative energy (zero: lowest compared OMol25 entry of this formula, charge and spin): 0.000 eV
- Total charge: 0
- 2S+1: 1

***

Question: Number 1 is which compound?
Answer: C32H29Br2N5O3Rh

***

Question: Look up the 2S+1 of the third one.
Answer: 1

***

Question: Which formula does entry 1 have?
Answer: C32H29Br2N5O3Rh

***

Question: Number 1 is which compound?
Answer: C32H29Br2N5O3Rh